A 8-piece molecular cluster, C30H48O24 overall in a non-equilibrium geometry, computed with ωB97M-V/def2-TZVPD.

Results
LUMO energy (eV): 0.33
HOMO-LUMO gap (eV): 10.6
SMILES string: C[C@H]1COC(=O)O1.C[C@H]1COC(=O)O1.C[C@H]1COC(=O)O1.C[C@H]1COC(=O)O1.C[C@H]1COC(=O)O1.C[C@H]1COC(=O)O1.COC(=O)OC.COC(=O)OC
Molecular weight (g/mol): 792.7

Geometry as ORCA input:
```
! wB97M-V def2-TZVPD RIJCOSX def2/J DEFGRID3
* xyz 0 1
C 4.51154 4.84434 -5.17718
C 4.00827 3.43430 -4.92017
C 4.04611 2.96919 -3.46672
O 2.66222 2.81875 -3.13266
C 1.91442 2.90860 -4.27594
O 0.74851 2.64606 -4.26428
O 2.63627 3.30876 -5.31582
H 5.58348 4.88872 -4.95630
H 4.03058 5.52410 -4.47056
H 4.47613 5.20802 -6.20138
H 4.64533 2.75135 -5.48943
H 4.56177 3.75297 -2.90867
H 4.49880 1.99340 -3.30313
C -0.80011 1.61235 -7.88274
C 0.18622 0.46019 -7.96908
C 1.64983 0.73459 -7.59171
O 1.95515 -0.22973 -6.57690
C 0.85639 -0.95567 -6.30756
O 0.74396 -1.77670 -5.44593
O -0.15747 -0.64502 -7.13128
H -1.72386 1.38519 -8.40950
H -0.37084 2.56445 -8.18602
H -1.07567 1.70554 -6.82805
H 0.21070 -0.05008 -8.94002
H 1.78895 1.74866 -7.21224
H 2.26571 0.65636 -8.48676
C -2.81482 0.75689 -3.11301
C -2.67832 -0.70472 -2.72404
C -3.32738 -1.12725 -1.38921
O -4.44097 -1.94897 -1.79793
C -4.41447 -2.15182 -3.11266
O -5.16401 -2.83469 -3.73581
O -3.39665 -1.47192 -3.69149
H -2.18039 1.45050 -2.56376
H -3.86077 1.05261 -2.98433
H -2.61038 0.87831 -4.17740
H -1.62120 -0.95092 -2.66879
H -3.67543 -0.25564 -0.84222
H -2.67721 -1.81822 -0.86378
C -1.20867 -6.29497 4.52147
C -2.14838 -5.11686 4.46671
C -2.39339 -4.46324 5.86310
O -2.09002 -3.10256 5.68275
C -1.66254 -2.89623 4.42601
O -1.40306 -1.82258 3.96617
O -1.48942 -4.04161 3.77675
H -0.22497 -6.08776 4.93467
H -1.13053 -6.82570 3.57494
H -1.60042 -7.08045 5.18244
H -3.10257 -5.35589 4.00025
H -1.83159 -5.04629 6.59730
H -3.42228 -4.67215 6.16636
C 3.15266 -2.38185 2.80315
C 1.77989 -2.99544 2.54795
C 1.43145 -3.45180 1.14098
O 1.44041 -4.87989 1.22755
C 1.43814 -5.24087 2.53257
O 1.30742 -6.37176 2.89544
O 1.62916 -4.19131 3.32143
H 3.24955 -1.33883 2.51619
H 3.92410 -2.97005 2.29527
H 3.37083 -2.51453 3.86338
H 1.03867 -2.29746 2.93878
H 2.08400 -3.02096 0.37980
H 0.42523 -3.17080 0.81323
C 0.63135 1.88154 6.94004
C 1.78126 2.43561 6.13835
C 3.03771 2.82557 6.87014
O 4.09371 2.09602 6.25930
C 3.57416 1.33724 5.23743
O 4.25245 0.77584 4.44027
O 2.25942 1.40968 5.23725
H -0.20945 1.65174 6.27502
H 0.11310 2.64568 7.52973
H 0.81155 0.99877 7.54749
H 1.45655 3.20273 5.42954
H 3.04473 2.53923 7.92823
H 3.21276 3.90415 6.84969
C 1.04448 -0.18648 -2.35459
O 1.53977 -0.32175 -1.03360
C 0.67569 -0.34415 -0.03831
O -0.51446 -0.53662 -0.06401
O 1.38761 -0.19421 1.09742
C 0.62678 -0.02319 2.27350
H 0.59595 -1.06417 -2.81161
H 1.88666 0.12127 -2.97543
H 0.40654 0.69460 -2.46316
H -0.15233 0.73407 2.19749
H 1.23862 0.09357 3.16467
H 0.08678 -0.94386 2.51146
C -3.11419 1.09090 1.82213
O -3.94354 1.82009 0.92133
C -4.24106 3.06661 1.21445
O -4.02476 3.60265 2.26755
O -4.79864 3.63013 0.15853
C -5.26001 4.96504 0.27738
H -2.97480 0.08759 1.43491
H -3.63112 0.92390 2.77102
H -2.22649 1.68638 2.01422
H -4.45645 5.67329 0.47185
H -5.91847 5.03970 1.14770
H -5.84598 5.17985 -0.60759
*
```